1.
# C29H26GeN2O5V

A molecular structure, C29H26GeN2O5V (ωB97M-V/def2-TZVPD, the OMol25 dataset).

Last column: Mulliken charge in e.
Cartesian coordinates (Å):
N  1.40502  0.10751  -3.46176  -0.013
C  0.00721  -0.15857  -3.06177  0.438
C  -0.65982  3.47684  -1.55242  -0.407
C  0.56987  -3.59599  0.02187  0.665
C  -0.66625  -3.67626  0.55935  -0.060
C  1.85304  0.66831  0.69124  0.466
H  -2.67749  -0.08890  0.02519  0.252
C  2.36812  -0.81517  -2.88967  -0.922
C  -1.19593  -4.42807  1.67132  -1.044
H  2.74549  1.69193  -3.68531  0.380
H  5.02488  1.81054  1.15697  0.365
O  0.76877  -2.86185  -1.04583  -0.710
O  1.69606  -4.21203  0.54749  -0.634
C  -0.32513  -0.04149  -1.55149  0.827
H  1.92074  1.68850  -2.11935  0.164
H  0.88575  3.60637  1.44731  0.339
H  2.85434  2.51289  0.22775  0.360
H  2.53782  -0.64262  -1.81659  0.250
C  -1.17600  0.66614  1.35487  -0.159
C  -3.33903  -0.15248  2.06964  -0.428
C  -3.43179  -3.89954  0.86043  -0.450
C  -0.35913  5.75850  -0.84952  -0.429
H  -1.31121  5.18076  -2.68471  0.386
O  -2.85397  -1.83020  -2.04825  -0.652
H  0.61544  6.01953  1.04628  0.373
C  3.23356  -0.99571  1.78370  -0.565
H  -4.29286  -0.59857  1.81641  0.409
C  4.17912  1.13166  1.19095  -0.619
C  4.32261  -0.13107  1.74913  -0.490
C  -3.00820  0.10102  3.39346  -0.506
C  -0.82195  4.83733  -1.78010  -0.615
C  0.25667  5.30776  0.31054  -0.690
H  -4.50123  -4.05783  0.87864  0.468
H  -0.59121  0.55654  -3.64483  0.397
C  0.41020  3.94469  0.53189  -0.125
C  1.79187  1.47293  -3.19339  -0.664
C  -0.03865  3.00524  -0.39597  0.207
H  2.01365  -1.83334  -3.01591  0.251
V  -0.84678  -1.76108  -1.62487  -0.373
H  -0.51353  -4.92062  2.35487  0.397
H  5.27913  -0.44185  2.15488  0.339
O  -4.87656  -2.43388  -1.27934  -0.812
C  -2.89449  -3.10707  -0.09655  -0.081
H  -0.48166  6.82138  -1.02496  0.337
C  -2.53460  -4.51944  1.82456  -0.304
H  -1.49327  0.81365  4.74036  0.369
C  -3.64913  -2.41655  -1.21682  0.457
H  -3.71125  -0.13521  4.18475  0.345
C  2.95061  1.52525  0.66977  -0.351
H  -2.94445  -5.07896  2.65950  0.343
O  -0.35642  -1.47139  -3.44678  -0.803
H  1.17406  -1.28864  1.28389  0.340
C  -0.85521  0.90664  2.69113  -0.302
N  -1.55954  -2.84301  -0.16932  0.751
H  3.32357  -0.69282  -3.41342  0.323
Ge  0.08878  1.04990  -0.10334  0.150
C  -2.42763  0.13032  1.05902  -0.470
H  2.39657  -3.91558  -0.04648  0.349
H  0.12938  1.28729  2.94717  0.265
C  -1.76396  0.63272  3.70530  -0.597
H  1.03853  2.16191  -3.58362  0.274
H  3.33184  -1.98692  2.21138  0.448
H  -1.02667  2.75772  -2.27763  0.377
C  2.01237  -0.59903  1.25898  -0.581

Force components x, y, z for each atom (eV/Å):
0.0857 0.1503 -0.0106
-0.0802 -0.5426 -0.0199
-0.0118 0.0006 0.0181
0.0504 0.0460 -0.0329
0.1185 0.0198 0.0984
0.0076 0.0469 0.1123
-0.0187 0.0194 0.0518
-0.0223 0.0664 -0.0352
-0.0393 0.0588 -0.0749
0.0072 -0.0054 -0.0011
-0.0024 -0.0039 0.0009
0.0601 -0.0535 0.0236
-0.0102 -0.0148 -0.0156
0.0915 0.4545 0.0885
0.0197 0.0284 0.0225
0.0011 0.0092 0.0040
0.0054 -0.0233 -0.0011
-0.0104 -0.0217 0.0527
0.0511 0.0089 0.0648
0.0022 -0.0233 -0.0380
-0.0775 0.0056 -0.0825
0.0008 -0.0111 0.0028
0.0009 -0.0062 -0.0025
-0.0528 -0.0281 -0.0118
-0.0026 0.0021 -0.0024
0.0356 -0.0218 0.0175
-0.0058 -0.0065 -0.0054
0.0094 0.0027 0.0149
-0.0322 0.0075 0.0026
-0.0128 -0.0101 0.0079
0.0031 0.0176 -0.0063
0.0137 0.0211 0.0181
-0.0002 -0.0137 0.0073
-0.0440 0.1290 0.0102
-0.0064 -0.0219 -0.0068
-0.0608 -0.1102 -0.0819
0.0283 0.0171 -0.0593
-0.0460 -0.0423 -0.0012
-0.2213 -0.5878 -0.3116
0.0080 -0.0076 -0.0041
0.0006 -0.0028 -0.0055
-0.0264 -0.0404 -0.0135
0.1170 -0.0336 0.1188
-0.0006 0.0013 0.0013
0.0063 -0.0238 0.0826
-0.0015 0.0014 -0.0024
0.0543 0.1428 0.0990
-0.0019 0.0010 -0.0051
0.0133 -0.0210 -0.0313
-0.0207 0.0023 -0.0076
0.2846 0.3777 -0.0100
-0.0073 -0.0401 -0.0305
-0.0195 -0.0013 -0.0580
-0.1508 0.0832 0.0228
0.0026 -0.0102 0.0132
-0.1221 -0.0981 0.0342
-0.0369 0.0246 -0.0173
-0.0020 0.0178 0.0030
-0.0007 0.0180 0.0094
0.0267 -0.0056 0.0216
-0.0010 -0.0017 -0.0094
0.0039 -0.0005 -0.0124
-0.0016 -0.0010 -0.0054
0.0415 0.0538 -0.0110

Results
Charge = -2
HOMO-LUMO gap (spin up / spin down) = 4.2 / 4.2 eV
LUMO (spin up / spin down) = 4.5 / 4.5 eV
Multiplicity = 2
ΔE to the lowest compared entry with this formula, charge and spin = 0.00 kcal/mol


2.
# C29H27I2N6O7PY

A molecular structure, C29H27I2N6O7PY (ωB97M-V/def2-TZVPD, the OMol25 dataset).

Last column: Mulliken charge in e.
Cartesian coordinates (Å):
H  3.23963  4.12361  -0.81852  0.560
C  1.23000  4.85344  -1.03982  -0.588
O  -6.97741  4.41752  0.99334  -0.622
H  7.27623  -0.70832  -2.40229  0.427
H  1.49727  5.90012  -0.99175  0.460
C  2.44208  -1.81512  -0.61085  -0.791
C  2.19362  3.88825  -0.93321  -0.475
H  4.54230  2.81489  2.65693  0.288
C  0.07758  3.04024  3.33526  -0.593
N  -6.51359  3.75357  0.09496  1.050
H  -1.39931  2.79822  -1.46306  0.486
H  -2.32197  -3.19665  3.26888  0.634
H  3.14462  -1.42686  1.95819  0.110
O  2.65800  2.53626  1.87363  0.036
C  -2.94572  0.82415  -1.42006  -0.803
C  -0.09921  4.46896  -1.25474  -0.812
O  2.50497  0.25879  2.98393  -0.470
O  0.78773  1.80401  3.44169  -0.302
H  6.77677  -3.07163  -1.99106  0.431
H  -2.87325  2.83475  2.76081  0.461
C  -3.37412  2.70084  1.81473  -0.973
C  4.11667  -0.40884  -1.32934  0.330
C  6.29927  -0.98401  -2.03198  -0.690
C  5.34902  0.00285  -1.80013  -0.142
C  0.15652  -3.93781  1.00437  -0.777
H  5.55517  1.04706  -1.97881  0.568
C  3.51409  3.07323  2.90090  -0.948
H  -3.58182  0.70876  -2.30932  0.299
N  2.89522  1.64973  -1.07055  -0.289
H  -0.71518  3.01025  4.07875  0.251
H  0.75123  3.86941  3.55227  0.264
H  -0.35624  3.16464  2.34161  0.099
C  1.84041  2.52896  -1.00977  0.364
O  -1.61419  1.31870  1.07222  0.348
N  0.54531  2.16191  -1.11191  -0.001
H  3.39437  4.15457  2.89393  0.287
C  3.83387  -1.74226  -1.09859  0.653
C  -2.75667  1.87093  0.84371  0.118
O  -7.05104  3.53446  -0.96594  -0.621
H  3.25304  2.67366  3.87998  0.365
N  1.92572  -0.51315  -0.56004  0.531
P  1.64825  1.33507  2.16300  0.936
N  1.89056  -2.91244  -0.25437  -0.563
H  4.53834  -3.77178  -1.14887  0.557
Y  -0.06978  0.20477  0.02742  0.439
C  -0.38570  3.13156  -1.28403  -0.247
H  -5.22454  2.14599  -1.55281  0.561
I  -0.56423  -1.25350  2.90477  0.244
H  -5.04806  3.93706  2.30569  0.544
H  4.03643  0.07423  1.56944  0.294
C  -4.57727  3.30294  1.56813  -0.467
C  -3.45508  1.66720  -0.38838  1.148
C  -5.22721  3.09833  0.34195  -0.726
H  -2.71149  -4.31157  -0.09843  0.602
H  4.27430  -0.72228  3.13921  0.397
H  -0.66484  -3.77975  3.56842  0.622
C  -2.21752  -3.48510  0.41178  -0.965
H  -2.26699  -2.09178  -1.30650  0.776
O  -1.86340  0.21206  -1.40523  -0.334
C  0.56323  -3.01508  0.13173  0.302
N  -0.38242  -2.19270  -0.58939  -0.283
H  -0.88413  5.19371  -1.40656  0.489
C  3.54871  -0.49715  2.36087  -0.708
C  2.90374  0.36308  -0.98349  -0.501
H  0.88611  -4.59048  1.45918  0.533
C  4.77037  -2.73242  -1.32782  -0.271
C  -1.60833  -2.54338  -0.57154  -0.267
C  6.01452  -2.32990  -1.79825  -0.635
H  -1.52715  -5.00860  1.72949  0.420
C  -1.25601  -3.97072  1.50732  0.151
C  -1.31573  -3.26768  2.86326  -1.355
I  -3.94936  -2.36785  1.10116  0.094
C  -4.69377  2.29441  -0.62136  -0.311

Force components x, y, z for each atom (eV/Å):
0.0475 0.0157 -0.0041
-0.0266 -0.0112 -0.0027
-0.0482 0.3152 0.1409
0.0459 0.0087 -0.0129
0.0010 0.0288 0.0025
-0.0168 0.0700 0.0196
-0.0607 0.0221 -0.0511
0.0022 0.0054 0.0245
-0.0707 0.0871 0.0403
-0.0471 -0.4672 0.2524
0.0574 -0.0031 0.1054
0.0639 -0.0346 -0.0159
0.0283 0.0147 -0.0062
-0.0825 0.0077 -0.0951
-0.0519 -0.0609 0.0903
0.0230 -0.0538 -0.0323
-0.0671 0.0871 0.1238
0.0952 -0.1467 0.0215
0.0298 -0.0200 -0.0079
0.0498 0.0146 0.0545
-0.0148 -0.0706 -0.0657
0.0464 0.0379 0.0346
-0.0359 -0.0153 0.0130
-0.0119 -0.0868 0.0153
0.0052 0.0862 -0.0288
0.0107 0.0780 -0.0126
0.0304 0.0171 0.0122
0.0183 -0.0027 0.0286
0.0216 -0.0333 -0.0528
0.0098 0.0292 -0.0215
-0.0333 0.0234 -0.0092
-0.0252 0.0250 -0.0135
0.2028 -0.0825 -0.0921
-0.4200 0.4720 0.1946
0.3261 0.1537 -0.1865
0.0170 -0.0165 0.0061
0.0179 -0.0970 0.0154
-0.0239 -0.0563 0.0540
-0.1233 0.1049 -0.3829
0.0109 0.0129 0.0011
0.9387 -0.2037 -0.4094
0.2083 0.1348 0.4163
-0.0145 0.0646 -0.0926
-0.0154 -0.0554 0.0126
-1.2779 -0.3134 -0.2228
0.0410 0.0151 0.0381
-0.0037 0.0025 -0.0022
-0.1747 -0.1199 0.3312
-0.0072 0.0077 0.0061
0.0268 -0.0105 -0.0237
0.0561 -0.0342 -0.0117
-0.0259 -0.0115 -0.0500
0.1340 0.0465 -0.0775
0.1856 -0.0323 -0.0441
-0.0118 -0.0107 -0.0431
-0.0568 -0.0211 -0.0244
-0.1435 -0.0485 -0.1061
-0.0478 0.1513 0.1577
-0.1194 0.1561 -0.2197
0.0705 -0.0414 -0.1048
0.2189 -0.0564 0.1342
-0.0266 0.0306 0.0061
0.0474 -0.0813 -0.0190
-0.0017 -0.0407 -0.0206
0.0696 -0.0390 0.0142
0.0242 0.0655 -0.0048
-0.0979 -0.0162 0.0310
-0.0234 0.0167 -0.0033
-0.0099 0.0583 0.0400
-0.0481 -0.0776 0.0191
0.0755 0.0088 0.0630
-0.0282 -0.0138 -0.0245
0.0367 0.0100 0.0778

Results
Charge = +1
HOMO-LUMO gap = 7.2 eV
LUMO = -3.6 eV
ΔE to the lowest compared entry with this formula, charge and spin = 0.00 kcal/mol